This record from the OMol25 dataset describes C27H51N2NdO2P3 as an isolated structure. The level of theory is wB97M-V/def2-TZVPD.

- HOMO level (spin up / spin down): -14.257 / -14.257 eV
- Energy above the lowest of the compared OMol25 structures with the same formula, charge and spin: 0.000 eV
- Net charge: +3
- <S²>: 3.75
- Spin multiplicity: 4

Atoms and positions in Å:
Nd -0.03734 0.20695 -0.52402
P 0.40750 -2.19233 -2.02173
P 2.78046 0.12041 0.31562
P -2.60257 0.67302 -1.65625
H 1.73744 2.67396 -1.37970
C 0.67054 2.73689 -1.14741
C 0.19287 2.87301 0.13226
H 0.84853 2.92266 1.00420
C 1.07790 -1.85572 -3.67591
C 1.57652 -3.42026 -1.37115
C -1.08979 -3.17670 -2.36254
C 3.44601 1.59911 1.17884
C 3.37580 -1.20784 1.43447
C 3.97169 -0.03269 -1.07416
C -3.31914 2.32946 -1.35749
C -3.98127 -0.45652 -1.27224
C -2.60711 0.63405 -3.47743
H 0.01823 2.77011 -2.02941
H -0.86951 3.03268 0.35021
H 1.26363 -2.78160 -4.23550
H 1.99346 -1.25528 -3.60267
H 0.34995 -1.22305 -4.18711
H 1.61847 -4.30935 -2.01326
H 1.24930 -3.70118 -0.36225
H 2.57257 -2.96898 -1.27496
H -0.85234 -4.10210 -2.90410
H -1.81429 -2.57664 -2.93014
H -1.55947 -3.42242 -1.39979
H 4.54380 1.58087 1.11336
H 3.13650 1.60447 2.23396
H 3.06750 2.51309 0.70308
H 4.47583 -1.20676 1.46777
H 3.02280 -2.18477 1.07738
H 2.97866 -1.04133 2.44521
H 4.99870 0.04996 -0.69056
H 3.78603 0.77570 -1.79392
H 3.84224 -0.99420 -1.58967
H -4.12943 2.52259 -2.07614
H -2.53569 3.09211 -1.46368
H -3.70048 2.38515 -0.32984
H -4.88387 -0.17470 -1.83215
H -4.17789 -0.41160 -0.19474
H -3.69628 -1.48768 -1.51547
H -3.59034 0.91803 -3.87584
H -2.31889 -0.34600 -3.87384
H -1.85297 1.34605 -3.82679
C -0.80688 0.57600 -6.74226
C -0.21878 0.39413 -8.00955
C -0.14495 1.52673 -8.82638
C -0.64604 2.76373 -8.36677
C -1.42908 2.83694 -7.19310
C -1.62979 1.66139 -6.45976
O -0.46619 -0.23751 -5.69978
H 0.23615 -0.88028 -5.98948
H 0.12578 -0.60508 -8.29825
H 0.28615 1.44780 -9.83037
H -0.48371 3.67513 -8.94397
H -1.90251 3.76201 -6.84706
H -2.34514 1.56871 -5.64938
C 2.16666 1.41789 7.29524
C 0.71199 1.01836 7.49912
N 0.18476 0.06729 6.50330
C 0.18088 -1.33177 6.94863
C -0.85393 -1.58830 8.02836
C 0.13349 0.47943 5.18676
O 0.56409 1.58693 4.85028
C -0.50216 -0.37466 4.11058
C -1.51391 -1.31836 4.32581
C -2.06750 -1.97581 3.22252
C -1.68767 -1.61342 1.92984
N -0.80911 -0.59250 1.70414
C -0.22075 0.00673 2.78843
H 2.80546 0.52468 7.22773
H 2.50824 2.03163 8.14081
H 2.24901 2.01581 6.37982
H 0.58383 0.54808 8.48024
H 0.09050 1.92424 7.46442
H -0.01133 -1.98222 6.09499
H 1.17892 -1.58596 7.34393
H -1.83476 -1.22655 7.71607
H -0.93931 -2.66309 8.21627
H -0.59881 -1.09203 8.96587
H -1.85222 -1.52489 5.33904
H -2.81791 -2.75020 3.36675
H -2.08804 -2.13420 1.04939
H 0.48026 0.81258 2.54327

Results of the Mulliken charge analysis, in e, for atoms 1 through 2: number 1, Nd, carries 0.732; number 2, P, carries 0.545


This record from the OMol25 dataset describes C27H51NO2Si2Zn as an isolated structure. The level of theory is wB97M-V/def2-TZVPD.

- HOMO level: -7.641 eV
- Energy above the lowest of the compared OMol25 structures with the same formula, charge and spin: 1.264 eV

Atoms and positions in Å:
O 2.50223 1.48527 1.27133
O 3.66071 -2.09440 -3.01817
C 2.45597 2.47849 0.21332
C 3.05701 3.77380 0.71362
H 1.42610 2.60166 -0.16391
H 3.02708 2.11606 -0.64128
H 2.38163 4.27256 1.42622
H 3.27995 4.44501 -0.12886
H 4.02941 3.58588 1.20877
C 2.99673 0.18428 0.83677
C 4.26714 0.22703 0.00465
H 2.20043 -0.34724 0.27001
H 3.16074 -0.43593 1.73376
H 3.96226 0.05660 -1.03251
H 4.98880 -0.53493 0.28916
H 4.78595 1.18175 0.10950
C 2.76509 -2.98921 -2.36780
C 3.07026 -1.44939 -4.14522
C 3.50759 -3.69906 -1.26354
H 2.39689 -3.71288 -3.10496
H 1.86543 -2.51242 -1.93341
H 4.45129 -4.12372 -1.60706
H 2.91379 -4.51599 -0.85510
H 3.74319 -2.98477 -0.47297
C 4.18207 -0.92560 -5.02319
H 2.40758 -0.60726 -3.86548
H 2.44358 -2.14117 -4.73102
H 4.82574 -0.26940 -4.43833
H 3.75871 -0.38304 -5.86776
H 4.80416 -1.74002 -5.39944
H -1.28583 0.36855 -1.62863
Zn -0.67371 1.24845 2.17943
C -0.63636 0.44967 -2.49787
Si -2.06855 0.19120 -3.67272
H -0.26447 1.47817 -2.56706
H 0.16056 -0.30841 -2.43108
C -1.80813 1.34443 -5.16185
C -3.31206 0.84077 -2.36440
C -2.04831 -1.68344 -3.36164
C 0.60637 1.47557 3.57271
Si 0.54753 -0.32593 4.11651
H 0.15589 2.18509 4.29867
H 1.56954 1.81573 3.19299
C 2.14226 -0.29393 5.08499
C 0.65783 -1.70942 2.87593
C -1.07399 -0.65147 4.98649
H -1.03848 -2.05771 -3.13450
H -2.48827 -2.33546 -4.11749
H -2.61413 -1.82103 -2.43165
H -1.58627 2.35367 -4.76128
H -2.73473 1.42137 -5.75037
H -0.96190 1.06503 -5.81414
H -2.80123 1.52565 -1.65914
H -3.65350 -0.01377 -1.76390
H -4.15683 1.37504 -2.79716
H 1.52977 -2.31673 3.12899
H 0.76044 -1.43622 1.82532
H -0.21671 -2.36246 2.94382
H -0.99186 -1.58727 5.55440
H -1.91727 -0.76397 4.29351
H -1.33276 0.15878 5.67667
H 2.07997 -0.95873 5.94902
H 2.33404 0.73566 5.41390
H 2.97592 -0.59639 4.43892
C -3.24934 -2.90870 0.98014
C -4.50420 -2.46124 1.39732
C -4.66811 -1.10990 1.67531
C -3.54802 -0.24992 1.64306
N -2.30604 -0.74429 1.40419
C -2.18182 -2.00228 0.96133
C -3.66197 1.22563 1.71162
C -4.92011 1.90080 1.81170
C -4.94470 3.29704 1.72228
C -3.77689 4.00040 1.40622
C -2.53852 3.31619 1.28166
C -2.47271 1.96255 1.57630
H -3.06974 -3.93881 0.69134
H -5.33981 -3.15172 1.49225
H -5.64223 -0.67910 1.89260
H -1.19568 -2.30089 0.59114
H -5.84066 1.32222 1.96622
H -5.87860 3.83266 1.89076
H -3.79865 5.08112 1.27360
H -1.63445 3.85583 0.99649

Results of the Mulliken charge analysis, in e, for atoms 1 through 2: number 1, O, carries -0.294; number 2, O, carries -0.355


This record from the OMol25 dataset describes C27H52AuBN10O2 as an isolated structure. The level of theory is wB97M-V/def2-TZVPD.

- HOMO level: -13.359 eV
- Net charge: +2

Atoms and positions in Å:
Au -0.19138 0.37349 -0.57778
C -6.05788 0.12959 -1.30748
N -5.02498 0.97339 -0.73448
C -5.57028 2.06769 0.04622
C -3.77328 0.47019 -0.53218
N -2.67648 1.13909 -0.51968
C -2.68698 2.55819 -0.80028
C -1.35478 3.04269 -1.35508
N -0.20958 2.75639 -0.49408
C -0.33908 3.15259 0.90522
C -0.76008 2.00269 1.83622
N 0.24522 0.97129 1.81082
C 0.92582 0.66129 2.85972
N 1.97092 -0.17771 2.82242
C 2.41542 -0.80411 1.60432
C 2.66682 -0.64631 3.99902
N 0.63392 1.22949 4.11962
C -0.40968 0.69539 4.95012
C 1.39692 2.34169 4.61632
C 1.02142 3.23719 -1.10168
C 2.20342 2.30809 -0.79198
N 1.97562 1.06129 -1.46688
C 2.88382 0.41649 -2.14798
N 4.23102 0.59439 -2.02028
C 4.88712 0.95089 -0.78568
C 5.13592 0.51009 -3.14768
N 2.48112 -0.48361 -3.08568
C 3.18582 -1.72741 -3.30528
C 1.21422 -0.33141 -3.76348
N -3.74108 -0.93121 -0.30158
C -3.40828 -1.28191 1.05742
C -3.39718 -1.85011 -1.35608
H -6.86818 0.77539 -1.64378
H -6.46038 -0.59321 -0.59398
H -5.66798 -0.39091 -2.17768
H -6.31958 1.67369 0.74062
H -6.05188 2.79809 -0.60518
H -4.80378 2.56109 0.63312
H -2.91418 3.12669 0.10642
H -3.46258 2.78859 -1.54078
H -1.44748 4.12139 -1.54358
H -1.17218 2.54309 -2.30928
H -1.05018 3.97909 1.01632
H 0.63662 3.50319 1.25032
H -1.69058 1.55689 1.48282
H -0.91508 2.42059 2.83512
H 2.11502 -0.21021 0.74492
H 1.98792 -1.80441 1.50612
H 3.50012 -0.89741 1.64302
H 2.24732 -0.23251 4.90762
H 3.71862 -0.36191 3.93142
H 2.60592 -1.73471 4.05012
H -0.90338 -0.12731 4.43902
H -1.15508 1.45969 5.19292
H 0.00232 0.32769 5.89672
H 1.97622 2.78119 3.80742
H 2.08572 2.03949 5.41412
H 0.72862 3.10359 5.02592
H 1.26422 4.25019 -0.75638
H 0.89242 3.26039 -2.18388
H 2.25252 2.16539 0.29322
H 3.11832 2.79989 -1.13308
H 4.19932 0.87929 0.04882
H 5.30352 1.96069 -0.82818
H 5.71602 0.25789 -0.61618
H 4.59052 0.36729 -4.07388
H 5.85462 -0.30231 -3.01888
H 5.70022 1.44249 -3.22568
H 4.06322 -1.79481 -2.66778
H 3.49222 -1.82531 -4.35018
H 2.52112 -2.55981 -3.06128
H 1.23692 0.54289 -4.41728
H 0.39412 -0.21381 -3.05068
H 1.03222 -1.21721 -4.36618
H -3.90338 -0.59481 1.74502
H -2.32708 -1.24231 1.24212
H -3.76218 -2.29301 1.26192
H -4.26048 -2.00561 -2.00878
H -3.12258 -2.81061 -0.92408
H -2.57058 -1.47321 -1.96628
O 0.27322 -2.48551 -1.64188
B -0.14278 -1.67291 -0.60848
O -0.54568 -2.44231 0.46492
C -0.40918 -3.74991 0.08212
C -0.70898 -4.90491 0.77422
C -0.46108 -6.10071 0.11842
C 0.06122 -6.12901 -1.16908
C 0.34792 -4.96721 -1.87058
C 0.09912 -3.77771 -1.21878
H -1.10728 -4.86641 1.77392
H -0.67408 -7.03261 0.61782
H 0.25342 -7.08231 -1.63158
H 0.73322 -4.99831 -2.87578

Results of the Mulliken charge analysis, in e, for atoms 1 through 2: number 1, Au, carries 2.420; number 2, C, carries -0.881


This record from the OMol25 dataset describes C27H52F9O17PSi2 as an isolated structure. The level of theory is wB97M-V/def2-TZVPD.

- HOMO level: -8.645 eV

Atoms and positions in Å:
C -3.85909 0.38447 3.99168
P -2.91131 -0.51003 5.30908
O -1.46045 0.30875 5.37700
Si -2.54362 -2.48903 4.36071
C -1.83586 -3.81824 5.50545
C -1.58560 -3.42222 6.98657
C -0.14858 -3.58022 7.45180
F 0.44023 -4.61985 6.87464
F -0.21359 -3.88911 8.75780
C 0.74209 -2.30884 7.37343
F 0.01043 -1.22506 7.51764
F 1.56287 -2.30293 8.40688
C 1.52550 -2.14519 6.05730
F 1.87013 -0.86549 5.97403
F 0.76363 -2.37821 5.00396
C 2.85733 -2.97567 5.91951
F 3.04795 -3.83867 6.87744
F 2.81327 -3.64623 4.78669
F 3.88558 -2.18282 5.84131
O -3.95820 -2.96300 3.57835
Si -3.82696 -4.35559 2.64550
H -4.55657 -0.30212 3.51632
H -4.43094 1.19962 4.41995
H -3.20367 0.77886 3.21749
H -0.93792 0.17560 4.57178
H -1.54763 -2.27093 3.27080
H -0.95194 -4.21283 5.01514
H -2.54481 -4.64341 5.50040
H -2.13304 -4.13576 7.59299
H -2.00139 -2.46237 7.26528
H -4.94649 -4.41526 1.69141
H -2.54273 -4.45039 1.93394
H -3.98937 -5.50609 3.56288
C 0.80376 2.70611 5.33706
C 1.46700 1.87356 4.26016
O 1.20606 2.38646 2.94554
C 1.86278 3.49256 2.58910
O 2.66668 4.09603 3.24922
O 1.44754 3.81299 1.36070
C 1.98488 5.03753 0.85402
H -0.26645 2.79364 5.14562
H 0.95140 2.24884 6.31519
H 1.21378 3.71488 5.36344
H 1.05309 0.86709 4.26938
H 2.54117 1.78342 4.42452
H 3.07251 5.02842 0.87885
H 1.59828 5.88088 1.42449
H 1.65360 5.12494 -0.17727
C -2.04977 3.44756 0.83614
C -1.78403 2.21436 0.00107
O -2.67198 2.12434 -1.12617
C -2.41743 2.95455 -2.13428
O -1.51427 3.75241 -2.19166
O -3.34782 2.76435 -3.07190
C -3.25273 3.66072 -4.18213
H -3.09550 3.48011 1.14815
H -1.41292 3.44485 1.72084
H -1.85360 4.36145 0.27703
H -1.97198 1.32460 0.60039
H -0.74681 2.16811 -0.33260
H -2.26210 3.62437 -4.63138
H -3.48939 4.67563 -3.86563
H -3.98631 3.33669 -4.91503
C -1.92664 -1.87185 -1.40621
C -2.63918 -1.99541 -2.73610
O -2.92028 -3.36348 -3.06885
C -3.91273 -3.93262 -2.38569
O -4.59172 -3.40643 -1.54092
O -4.02277 -5.19977 -2.79673
C -4.99609 -5.96197 -2.08062
H -1.01923 -2.47826 -1.40068
H -1.66074 -0.83168 -1.21478
H -2.55259 -2.22163 -0.58609
H -1.99709 -1.62233 -3.53198
H -3.55776 -1.40818 -2.75562
H -5.96982 -5.47713 -2.10593
H -4.67317 -6.11004 -1.05079
H -5.06760 -6.92801 -2.57303
C 1.26970 6.13172 -4.16974
C 1.46453 4.77933 -3.51570
O 2.03234 3.82278 -4.42640
C 3.32851 3.97363 -4.69657
O 4.06120 4.81369 -4.24305
O 3.67426 3.02193 -5.57309
C 5.02801 3.11329 -6.03094
H 0.66715 6.03239 -5.07424
H 0.77030 6.81615 -3.48373
H 2.22157 6.57362 -4.46169
H 0.49756 4.37831 -3.22092
H 2.07762 4.85195 -2.61647
H 5.72389 3.12076 -5.19461
H 5.15699 4.00517 -6.64171
H 5.21492 2.23251 -6.64164
C 4.94853 -3.86663 -7.60283
C 3.56185 -3.36550 -7.95070
O 2.94555 -2.68122 -6.85130
C 3.41276 -1.45725 -6.59513
O 4.27900 -0.88492 -7.20971
O 2.75922 -0.97760 -5.53875
C 3.22911 0.30604 -5.10157
H 4.91266 -4.49500 -6.71148
H 5.36163 -4.44603 -8.42882
H 5.62627 -3.04109 -7.39149
H 2.91293 -4.21081 -8.17338
H 3.57514 -2.72231 -8.83129
H 3.20684 1.01667 -5.90751
H 4.23732 0.21053 -4.69625
H 2.56133 0.64349 -4.31326

Results of the Mulliken charge analysis, in e, for atoms 1 through 2: number 1, C, carries -0.661; number 2, P, carries -0.251


This record from the OMol25 dataset describes C27H53AlBr3FLiN4O11S as an isolated structure. The level of theory is wB97M-V/def2-TZVPD.

- HOMO level: -8.667 eV
- Energy above the lowest of the compared OMol25 structures with the same formula, charge and spin: 5.151 eV
- Net charge: +1

Atoms and positions in Å:
C 1.80352 -4.70749 3.49252
C 2.37180 -3.22089 3.88570
C 1.26573 -2.01861 3.56256
C -0.23159 -2.32175 4.15771
C -1.40815 -1.34061 3.49266
C -2.58290 -2.29308 2.83753
C -4.00431 -1.51866 2.57720
C -5.07515 -1.59200 3.81631
C -5.41256 -3.12303 4.33858
O -5.48076 -4.10793 3.21885
C -5.27150 -5.49094 3.74452
H 2.13635 -5.54079 4.24397
H 1.99964 -4.99449 2.37522
H 3.40423 -2.95519 3.34911
H 2.61247 -3.13756 5.04986
H 1.66478 -1.05633 4.14489
H 1.27791 -1.73891 2.41224
H -0.61528 -3.41737 4.01092
H -0.16196 -2.15411 5.33715
H -1.90625 -0.65198 4.32012
H -0.92416 -0.65841 2.67380
H -2.73778 -3.21505 3.54152
H -2.19942 -2.72191 1.79295
H -3.80781 -0.37257 2.31129
H -4.50600 -1.98318 1.60883
H -6.10621 -1.17024 3.38815
H -4.78063 -0.88112 4.72625
H -6.40010 -3.10249 4.99101
H -4.53563 -3.48918 5.05896
H -6.09696 -5.78915 4.52322
H -5.30914 -6.30320 2.87538
H -4.20901 -5.61071 4.24878
C 4.43771 0.82333 -2.97292
C 3.81615 -0.42092 -2.36249
O 3.83452 -0.35620 -0.93023
C 2.90868 0.45695 -0.36560
O 2.07318 1.12021 -0.96373
O 3.08590 0.43052 0.97825
C 2.24241 1.33337 1.68849
H 5.44292 0.98786 -2.57286
H 4.49599 0.73242 -4.06030
H 3.85260 1.71804 -2.73543
H 4.41001 -1.29640 -2.64700
H 2.79740 -0.58933 -2.72889
H 1.18870 1.17782 1.43570
H 2.54221 2.36451 1.47745
H 2.37012 1.14819 2.75868
Al -1.20010 -3.23244 6.40703
C -8.62640 0.14158 1.15707
Br -8.86226 0.50314 -0.73965
Br -10.30349 0.27588 2.13356
Br -7.74439 -1.56478 1.46454
H -7.96395 0.91946 1.55089
C 6.73074 4.69534 -5.59309
C 6.30650 4.44093 -7.03874
C 5.92750 2.96531 -7.15257
S 5.36765 2.46668 -5.53097
O 6.29793 1.49142 -5.00221
O 3.93797 2.23247 -5.57120
C 5.67077 4.02882 -4.72882
H 6.81243 5.76436 -5.37595
H 7.70921 4.23597 -5.40865
H 5.43690 5.06472 -7.27877
H 7.10119 4.70009 -7.74528
H 5.12424 2.81106 -7.87749
H 6.79146 2.34944 -7.41705
H 5.99642 3.86387 -3.70036
H 4.73674 4.59844 -4.74181
N 3.59653 -2.68319 -5.18586
O 2.91441 -1.65309 -5.05606
O 3.11144 -3.68355 -5.73968
O 4.76365 -2.71269 -4.76185
N 3.78587 0.38352 5.81594
C 2.86398 1.04806 6.58212
C 3.35564 1.12785 7.86590
C 4.62126 0.49430 7.87285
C 4.86321 0.04654 6.59343
H 3.68714 0.17522 4.83080
H 1.93881 1.40492 6.14975
H 2.85719 1.59324 8.70631
H 5.28504 0.37784 8.71980
H 5.70694 -0.48278 6.17116
F -6.60349 1.86077 -1.63017
Li -12.60349 -0.11995 3.53127
C -3.10051 3.65160 -2.10045
O -2.86032 4.83516 -1.92461
N -2.17884 2.77477 -2.54027
N -4.31055 3.10803 -1.87175
H -2.37152 1.79865 -2.68689
H -1.25164 3.13023 -2.72813
H -5.04082 3.72264 -1.53979
H -4.51372 2.13360 -2.01509
C -3.05798 1.41886 -6.55835
C -3.36704 0.67587 -5.28623
O -2.48972 0.43332 -4.45900
C -4.79119 0.24115 -5.06524
H -1.99209 1.66934 -6.58240
H -3.28895 0.78965 -7.42159
H -3.63609 2.34557 -6.59718
H -5.09940 -0.44057 -5.86187
H -5.44653 1.11534 -5.03756
H -4.86593 -0.28343 -4.10667

Results of the Mulliken charge analysis, in e, for atoms 1 through 2: number 1, C, carries -0.621; number 2, C, carries -0.460